(1)
DFT (wB97M-V/def2-TZVPD) results for C22H27N3O5S in the gas phase.

Results
HOMO level = -8.11 eV
ΔE to the lowest compared entry with this formula, charge and spin = 1.491 eV
Kohn-Sham gap = 8.63 eV
Energy = -1793.211841 hartree

The geometry in ORCA input format:
```
! wB97M-V def2-TZVPD RIJCOSX def2/J DEFGRID3
* xyz 0 1
C 7.05 2.18 -0.12
H 6.50 2.91 -0.71
O 6.65 0.86 -0.42
C 5.35 0.51 -0.19
C 5.01 -0.80 -0.50
C 3.72 -1.27 -0.30
C 2.74 -0.42 0.21
C 3.09 0.89 0.53
C 4.38 1.35 0.34
H 4.61 2.37 0.60
H 2.35 1.56 0.94
N 1.42 -0.86 0.38
S 0.90 -2.29 -0.37
O 1.37 -2.26 -1.73
O 1.24 -3.43 0.44
C -0.86 -2.02 -0.34
C -1.39 -1.14 -1.25
C -2.72 -0.78 -1.16
C -3.51 -1.30 -0.14
C -2.98 -2.26 0.73
C -1.65 -2.62 0.63
H -1.21 -3.34 1.30
H -3.60 -2.69 1.50
N -4.83 -0.89 0.06
C -5.44 0.24 -0.41
O -4.93 1.02 -1.17
C -6.85 0.39 0.12
H -6.82 0.52 1.20
H -7.31 1.26 -0.33
H -7.44 -0.50 -0.10
H -5.32 -1.42 0.77
H -3.15 -0.08 -1.86
H -0.75 -0.75 -2.02
C 0.76 -0.64 1.65
H 0.49 -1.60 2.10
H 1.44 -0.13 2.34
C -0.51 0.22 1.54
O -1.47 0.05 2.26
N -0.44 1.18 0.60
H 0.38 1.23 0.02
C -1.49 2.15 0.38
C -1.17 3.50 1.05
H -0.10 3.56 1.23
H -1.68 3.60 2.01
C -1.59 4.56 0.04
H -2.67 4.72 0.09
H -1.08 5.51 0.20
C -1.23 3.91 -1.30
H -1.71 4.40 -2.14
H -0.15 3.95 -1.44
C -1.69 2.46 -1.12
H -1.12 1.77 -1.74
H -2.74 2.37 -1.37
H -2.40 1.71 0.81
H 3.48 -2.29 -0.52
H 5.77 -1.45 -0.89
H 6.94 2.40 0.94
H 8.11 2.23 -0.39
*
```

(2)
DFT (wB97M-V/def2-TZVPD) results for C22H27NO3 in the gas phase.

Results
HOMO level = -8.61 eV
ΔE to the lowest compared entry with this formula, charge and spin = 0.298 eV
Kohn-Sham gap = 8.99 eV
Energy = -1134.995458 hartree

The geometry in ORCA input format:
```
! wB97M-V def2-TZVPD RIJCOSX def2/J DEFGRID3
* xyz 0 1
C 0.24 2.18 -3.87
H -0.75 1.77 -3.65
H 0.10 3.14 -4.36
C 1.04 2.34 -2.58
C 0.35 3.29 -1.61
C 1.15 3.40 -0.31
N 1.28 2.09 0.31
C 2.00 1.19 -0.57
C 1.25 1.00 -1.88
H 1.80 0.31 -2.52
H 0.27 0.56 -1.67
H 2.11 0.22 -0.07
H 3.02 1.57 -0.79
C 1.88 2.14 1.63
H 2.05 1.10 1.95
C 1.02 2.82 2.71
O 1.00 4.22 2.60
H 1.90 4.55 2.59
C -0.45 2.36 2.71
O -0.62 1.15 3.41
C -0.62 -0.05 2.77
C -0.51 -0.25 1.40
C -0.57 -1.52 0.87
C -0.73 -2.63 1.70
C -0.81 -2.43 3.08
C -0.77 -1.17 3.61
H -0.85 -1.00 4.67
H -0.91 -3.30 3.72
C -0.77 -4.02 1.17
O -0.39 -4.97 1.83
C -1.29 -4.19 -0.21
C -0.74 -5.18 -1.02
C -1.21 -5.39 -2.30
C -2.27 -4.62 -2.77
C -2.84 -3.66 -1.97
C -2.36 -3.44 -0.69
H -2.82 -2.69 -0.06
H -3.67 -3.07 -2.33
H -2.65 -4.79 -3.77
H -0.77 -6.15 -2.92
H 0.08 -5.78 -0.63
H -0.45 -1.66 -0.19
H -0.35 0.59 0.73
H -1.01 3.11 3.27
H -0.83 2.32 1.69
H 1.45 2.54 3.68
H 2.87 2.64 1.61
H 0.63 4.06 0.38
H 2.15 3.83 -0.52
H 0.25 4.28 -2.05
H -0.64 2.91 -1.38
H 2.03 2.76 -2.84
H 0.74 1.51 -4.56
*
```

(3)
DFT (wB97M-V/def2-TZVPD) results for 2 unconnected molecules or ions with the total composition C22H27NO5 in a non-equilibrium geometry.

Results
HOMO level = -7.17 eV
ΔE to the lowest compared entry with this formula, charge and spin = 2.651 eV
Kohn-Sham gap = 6.32 eV
Energy = -1285.435272 hartree

The geometry in ORCA input format:
```
! wB97M-V def2-TZVPD RIJCOSX def2/J DEFGRID3
* xyz 0 1
C -1.03 3.63 -1.43
C -0.13 2.74 -0.53
C -1.05 1.68 -0.04
C -2.35 1.85 -0.53
N -3.46 1.11 -0.29
C -3.40 0.17 0.82
C -4.59 -0.77 0.84
O -5.82 -0.10 0.57
C -5.81 0.47 -0.73
C -4.75 1.55 -0.86
C -2.46 3.08 -1.39
H -1.01 4.67 -1.09
H -0.67 3.59 -2.46
H 0.74 2.37 -1.08
H 0.24 3.35 0.31
H -0.76 0.94 0.69
H -2.49 -0.45 0.72
H -3.35 0.70 1.79
H -4.40 -1.58 0.11
H -4.73 -1.17 1.85
H -5.63 -0.28 -1.52
H -6.81 0.91 -0.83
H -5.11 2.47 -0.37
H -4.64 1.77 -1.94
H -3.15 3.84 -0.98
H -2.82 2.87 -2.40
C 4.41 -2.31 -2.05
C 4.48 -0.80 -1.85
C 5.67 -0.18 -2.61
O 3.29 -0.15 -2.35
C 2.14 -0.18 -1.62
O 1.11 0.22 -2.13
C 2.22 -0.65 -0.23
C 1.08 -0.83 0.50
C 1.06 -1.52 1.78
C 1.95 -2.58 2.12
C 1.98 -3.10 3.41
C 1.12 -2.61 4.40
C 0.16 -1.64 4.06
C 0.11 -1.14 2.76
C 3.57 -0.64 0.39
O 3.78 -0.69 1.58
O 4.64 -0.47 -0.46
H 3.55 -2.74 -1.54
H 4.33 -2.51 -3.13
H 5.33 -2.78 -1.69
H 5.68 0.90 -2.44
H 6.62 -0.61 -2.27
H 5.57 -0.37 -3.68
H 0.14 -0.59 0.02
H 2.65 -2.97 1.38
H 2.72 -3.86 3.67
H 1.20 -2.96 5.43
H -0.51 -1.25 4.82
H -0.62 -0.37 2.49
*
```

(4)
DFT (wB97M-V/def2-TZVPD) results for C22H27NO7 in the gas phase in a non-equilibrium geometry.

Results
HOMO level = -7.96 eV
ΔE to the lowest compared entry with this formula, charge and spin = 22.111 eV
Kohn-Sham gap = 8.17 eV
Energy = -1435.237965 hartree

The geometry in ORCA input format:
```
! wB97M-V def2-TZVPD RIJCOSX def2/J DEFGRID3
* xyz 0 1
C 8.31 1.60 0.05
H 7.85 2.51 -0.20
O 7.91 0.93 1.00
C 6.57 0.20 0.75
C 5.36 1.05 0.63
H 5.30 1.73 1.75
H 5.29 1.75 0.07
O 4.07 0.56 0.66
C 3.61 0.10 -0.52
O 4.31 0.21 -1.46
C 2.34 -0.42 -0.27
C 1.49 -1.13 -1.34
C 0.50 -1.93 -0.65
C 0.65 -1.34 0.84
N 1.77 -0.77 0.82
H 2.10 -0.42 1.92
C -0.30 -1.89 1.93
H -0.05 -2.68 2.50
H -0.29 -0.80 2.54
C -1.75 -1.96 1.39
C -2.52 -0.76 0.76
C -3.97 -0.69 1.03
C -4.62 0.42 0.52
C -4.03 1.51 0.17
C -2.56 1.66 -0.26
C -1.75 0.42 0.41
H -0.74 0.25 0.40
O -1.97 2.80 -0.52
C -0.69 2.67 -0.51
H -0.38 3.64 -1.00
H -0.21 2.03 -1.32
H -0.15 2.63 0.23
O -4.54 2.65 -0.40
C -5.86 2.43 -1.05
H -6.00 3.46 -1.52
H -6.60 2.62 -0.25
H -5.87 1.77 -1.94
O -5.99 0.34 0.78
C -6.68 -0.81 0.90
H -7.84 -0.49 0.89
H -6.34 -1.76 0.37
H -6.58 -1.06 2.16
H -4.45 -1.72 1.25
C -1.65 -3.10 0.10
C -0.80 -2.39 -1.11
O -0.78 -2.71 -2.22
H -1.08 -4.02 0.46
H -2.45 -3.31 -0.31
H -2.30 -2.42 1.93
C 1.71 -1.27 -2.65
H 0.98 -0.97 -3.29
H 2.73 -0.69 -3.03
H 2.22 -2.31 -3.06
H 6.43 -0.58 1.68
H 6.64 -0.36 -0.08
H 9.33 1.94 0.44
H 8.24 0.96 -1.04
*
```

(5)
DFT (wB97M-V/def2-TZVPD) results for a molecular structure, C22H28AsN4OReS6 in a non-equilibrium geometry.

Results
HOMO level (spin up / spin down) = -12.97 / -12.96 eV
ΔE to the lowest compared entry with this formula, charge and spin = 1.194 eV
Kohn-Sham gap (spin up / spin down) = 5.12 / 4.53 eV
Energy = -5852.056600 hartree

The geometry in ORCA input format:
```
! wB97M-V def2-TZVPD RIJCOSX def2/J DEFGRID3
* xyz 2 1
Re -0.54 -0.45 0.55
C -0.96 3.78 2.06
C -1.38 2.39 1.68
N -0.64 1.77 0.77
N 0.24 2.51 0.12
C 1.08 2.01 -0.70
S 1.10 0.27 -0.98
S 2.27 2.88 -1.57
C 1.54 4.57 -1.72
C 0.60 4.52 -2.88
C -0.75 4.25 -2.68
C -1.62 4.21 -3.76
C -1.14 4.40 -5.05
C 0.22 4.63 -5.26
C 1.08 4.68 -4.18
C -2.58 1.82 2.22
C -3.43 2.55 3.08
C -4.66 2.07 3.46
C -5.12 0.84 3.01
C -4.31 0.07 2.20
C -3.04 0.52 1.81
O -2.28 -0.24 1.09
H -1.35 4.52 1.36
H 0.12 3.83 2.05
H -1.31 4.03 3.06
H 2.39 5.23 -1.91
H 1.05 4.82 -0.78
H -1.12 4.10 -1.68
H -2.67 4.03 -3.60
H -1.81 4.36 -5.89
H 0.60 4.76 -6.26
H 2.14 4.85 -4.34
H -3.13 3.52 3.44
H -5.29 2.67 4.11
H -6.10 0.48 3.28
H -4.62 -0.91 1.86
S -0.35 -2.62 5.30
As 1.82 -3.34 5.74
S -0.58 -2.52 3.29
S 0.21 -0.71 2.74
S 2.73 -3.41 3.92
C 3.71 -5.20 0.02
C 3.11 -4.30 -1.07
N 1.72 -3.90 -0.84
C 0.71 -4.78 -1.41
C 0.21 -5.80 -0.40
C 1.45 -2.79 -0.17
C 2.58 -2.07 0.49
N 0.24 -2.26 -0.07
H 4.77 -5.33 -0.19
H 3.24 -6.17 0.03
H 3.62 -4.77 1.01
H 3.14 -4.85 -2.01
H 3.72 -3.41 -1.20
H 1.16 -5.31 -2.25
H -0.12 -4.19 -1.81
H 1.00 -6.50 -0.14
H -0.61 -6.38 -0.82
H -0.14 -5.33 0.51
H 3.17 -1.54 -0.25
H 3.21 -2.77 1.02
H 2.20 -1.33 1.19
H -0.48 -2.78 -0.59
*
```

(6)
DFT (wB97M-V/def2-TZVPD) results for a molecular structure, C22H28BClHgN6.

Results
<S²> = 0.789
HOMO level (spin up / spin down) = -3.59 / -4.25 eV
ΔE to the lowest compared entry with this formula, charge and spin = 0.000 eV
Kohn-Sham gap (spin up / spin down) = 6.29 / 6.26 eV
Energy = -1822.248578 hartree

The geometry in ORCA input format:
```
! wB97M-V def2-TZVPD RIJCOSX def2/J DEFGRID3
* xyz -1 2
Hg -0.38 -1.44 -1.92
C 3.29 -2.76 -2.63
C 3.43 -1.66 -1.62
C 4.60 -1.10 -1.10
C 4.16 -0.12 -0.23
C 4.99 0.81 0.61
N 2.81 -0.13 -0.25
N 2.37 -1.07 -1.11
B 1.89 0.71 0.66
N 0.93 1.65 -0.12
N -0.04 1.23 -0.97
C -0.70 2.30 -1.37
C -1.85 2.21 -2.33
C -0.16 3.45 -0.78
C 0.88 3.00 0.01
C 1.80 3.81 0.86
N 1.17 -0.21 1.68
N 0.44 -1.30 1.36
C 0.12 -1.90 2.50
C -0.65 -3.17 2.57
C 0.63 -1.17 3.59
C 1.29 -0.10 3.03
C 2.03 0.99 3.72
H 4.28 -3.15 -2.89
H 2.81 -2.40 -3.54
H 2.68 -3.57 -2.23
H 5.62 -1.36 -1.32
H 6.04 0.66 0.39
H 4.82 0.64 1.67
H 4.73 1.85 0.40
H 2.59 1.43 1.30
H -2.10 1.17 -2.51
H -1.60 2.68 -3.28
H -2.72 2.72 -1.91
H -0.49 4.47 -0.90
H 1.59 4.87 0.71
H 2.85 3.62 0.60
H 1.68 3.57 1.92
H -0.46 -3.78 1.68
H -1.72 -2.98 2.62
H -0.37 -3.73 3.46
H 0.54 -1.41 4.64
H 1.95 0.86 4.80
H 1.63 1.97 3.46
H 3.09 0.99 3.46
Cl -8.29 0.26 -2.19
C -6.68 -0.30 -1.83
C -6.29 -1.58 -2.23
C -5.04 -2.04 -1.89
C -4.14 -1.26 -1.12
C -2.93 -1.78 -0.65
C -4.55 0.06 -0.81
C -5.80 0.53 -1.15
H -6.98 -2.20 -2.80
H -4.73 -3.03 -2.20
H -2.75 -2.84 -0.72
H -2.35 -1.21 0.07
H -3.85 0.71 -0.29
H -6.12 1.53 -0.87
*
```

(7)
DFT (wB97M-V/def2-TZVPD) results for a molecular structure, C22H28BMoN8S2.

Results
HOMO level (spin up / spin down) = -10.78 / -10.78 eV
ΔE to the lowest compared entry with this formula, charge and spin = 8.651 eV
Kohn-Sham gap (spin up / spin down) = 6.38 / 6.38 eV
Energy = -2182.147236 hartree

The geometry in ORCA input format:
```
! wB97M-V def2-TZVPD RIJCOSX def2/J DEFGRID3
* xyz 1 1
Mo -0.41 1.88 -0.60
C -2.89 1.55 3.51
C -2.82 0.91 2.12
C -2.48 2.01 1.11
C -2.02 -0.38 2.21
C -2.57 -1.52 2.80
C -1.60 -2.49 2.74
N -0.52 -1.99 2.14
N -0.76 -0.69 1.84
B 0.57 -2.78 1.38
N 0.09 -2.99 -0.05
C 0.31 -4.01 -0.90
C -0.08 -3.61 -2.15
C -0.52 -2.28 -1.98
N -0.42 -1.92 -0.71
C -1.01 -1.31 -3.02
C -1.76 -2.03 -4.14
C -1.90 -0.21 -2.43
N 1.82 -1.84 1.32
C 3.06 -2.27 1.09
C 3.72 -1.38 0.28
C 2.81 -0.36 -0.01
N 1.67 -0.67 0.65
C 3.14 0.76 -0.99
C 4.44 1.45 -0.55
C 2.13 1.85 -1.36
H -3.56 2.42 3.49
H -3.27 0.85 4.25
H -1.90 1.89 3.83
H -3.82 0.55 1.86
H -1.70 2.67 1.50
H -2.29 1.59 0.08
H -3.35 2.64 0.96
H -3.56 -1.60 3.23
H -1.61 -3.52 3.05
H 0.85 -3.80 1.95
H 0.70 -4.95 -0.55
H -0.05 -4.20 -3.06
H -0.13 -0.82 -3.46
H -2.67 -2.50 -3.76
H -2.04 -1.33 -4.93
H -1.14 -2.80 -4.59
H -1.33 0.64 -1.99
H -2.52 0.25 -3.20
H -2.54 -0.59 -1.63
H 3.38 -3.22 1.49
H 4.73 -1.46 -0.09
H 3.35 0.20 -1.91
H 4.28 1.98 0.39
H 5.26 0.75 -0.42
H 4.74 2.18 -1.30
H 2.07 2.60 -0.58
H 2.51 2.37 -2.25
H 1.16 1.41 -1.73
S 0.25 0.48 0.77
C 0.43 3.62 0.88
C 0.66 2.54 1.46
N 0.88 1.39 2.03
C 0.08 4.68 0.09
S -0.67 4.25 -1.36
C 0.32 6.04 0.47
N 0.51 7.13 0.77
*
```

(8)
DFT (wB97M-V/def2-TZVPD) results for a molecular structure, C22H28Cl5MnO6PS in a non-equilibrium geometry.

Results
<S²> = 8.753
HOMO level (spin up / spin down) = -7.87 / -7.94 eV
Kohn-Sham gap (spin up / spin down) = 8.16 / 8.22 eV
Energy = -5498.282955 hartree

The geometry in ORCA input format:
```
! wB97M-V def2-TZVPD RIJCOSX def2/J DEFGRID3
* xyz 0 6
Mn 0.14 -0.20 0.38
Cl 7.00 0.68 2.44
C 5.36 0.89 1.98
C 4.75 -0.02 1.12
Cl 5.64 -1.37 0.52
C 3.43 0.15 0.75
Cl 2.62 -0.97 -0.29
C 2.64 1.23 1.22
O 1.40 1.36 0.89
C 3.29 2.14 2.09
Cl 2.35 3.44 2.71
C 4.62 1.98 2.45
Cl 5.37 3.12 3.49
C -3.78 4.92 0.98
C -3.30 3.72 0.21
C -1.95 3.51 -0.02
C -1.50 2.41 -0.73
C -2.44 1.51 -1.22
C -3.79 1.67 -0.98
C -4.22 2.78 -0.27
S -1.88 0.10 -2.18
C -1.56 1.03 -3.71
O -0.49 -0.23 -1.70
H -3.13 5.78 0.82
H -3.79 4.70 2.05
H -4.79 5.20 0.69
H -1.22 4.22 0.36
H -0.44 2.26 -0.90
H -4.49 0.93 -1.34
H -5.27 2.92 -0.08
H -0.90 1.86 -3.46
H -2.51 1.39 -4.11
H -1.08 0.35 -4.41
C -0.57 -1.17 5.28
C 0.39 -1.10 4.10
C 1.11 -2.44 3.89
C 1.42 0.00 4.32
O -0.36 -0.69 2.92
P -1.17 -1.60 1.87
O -0.17 -2.34 1.02
O -1.93 -0.58 1.06
O -2.09 -2.53 2.77
C -2.77 -3.73 2.29
C -3.87 -3.98 3.31
C -3.36 -3.50 0.90
C -1.77 -4.89 2.29
H -0.03 -1.45 6.18
H -1.34 -1.91 5.09
H -1.04 -0.20 5.43
H 1.76 -2.64 4.74
H 1.71 -2.40 2.98
H 0.38 -3.25 3.79
H 1.91 -0.13 5.28
H 0.94 0.98 4.28
H 2.19 -0.04 3.54
H -4.59 -3.16 3.30
H -3.44 -4.05 4.31
H -4.38 -4.91 3.09
H -4.00 -2.62 0.92
H -3.94 -4.37 0.59
H -2.56 -3.33 0.18
H -1.39 -5.06 3.29
H -0.94 -4.67 1.62
H -2.27 -5.80 1.95
*
```

Q: Among the records above, which one has the highest energy?
A: C22H27NO3

Q: The highest energy belongs to which entry?
A: C22H27NO3